[1]
This record from the Open Molecules 2025 dataset describes a cluster of 2 separate species, C4H5FO in total. The level of theory is ωB97M-V/def2-TZVPD.

```
11
Properties=species:S:1:pos:R:3:nbo_charge:R:1
C 0.05 -1.87 0.83 0.24
C 0.46 1.01 0.22 -0.48
C -0.79 0.83 -0.62 -0.47
C 0.32 -0.16 -0.65 0.45
O 0.94 -2.42 1.33 -0.45
F 1.17 -0.45 -1.68 -0.32
H -1.06 -1.82 0.96 0.16
H 1.13 1.83 -0.10 0.22
H 0.28 0.90 1.21 0.22
H -1.62 0.65 -0.08 0.22
H -0.87 1.51 -1.43 0.22
```

**Spin multiplicity**: 3
**Frontier orbital gap (alpha / beta)**: 6.7 / 9.7 eV
**LUMO energy (alpha / beta)**: 0.89 / -1.41 eV

[2]
This record from the Open Molecules 2025 dataset describes a structure of composition C4H5FO2S. The level of theory is ωB97M-V/def2-TZVPD.

```
13
Properties=species:S:1:pos:R:3:nbo_charge:R:1
C -0.84 0.82 0.41 -0.12
C 0.33 1.39 0.39 -0.48
C -1.28 -0.53 0.01 -0.55
C -0.13 -1.28 -0.51 0.16
O 2.32 0.55 -1.34 -0.90
O 2.42 0.05 1.13 -0.90
F 0.22 -2.53 0.00 -0.34
S 1.66 0.30 -0.08 1.94
H -1.71 1.34 0.75 0.22
H 0.64 2.50 0.62 0.27
H -1.54 -1.01 0.98 0.26
H -2.03 -0.36 -0.76 0.25
H -0.06 -1.24 -1.60 0.18
```

**Spin multiplicity**: 1
**Frontier orbital gap**: 9.4 eV
**LUMO energy**: 0.12 eV

[3]
This record from the Open Molecules 2025 dataset describes an isolated molecule of C4H5FO2S. The level of theory is ωB97M-V/def2-TZVPD.

```
13
Properties=species:S:1:pos:R:3:nbo_charge:R:1
C -0.03 0.58 1.12 -0.33
C -1.38 0.48 0.85 0.22
C 0.55 -0.23 0.02 -0.44
C -0.60 -0.42 -1.02 -0.08
O -1.87 3.01 0.23 -0.84
O -1.88 -0.02 -0.34 -0.52
F -1.57 2.39 2.81 -0.54
S -2.50 2.30 1.32 1.47
H 0.81 0.98 1.60 0.26
H 1.26 0.32 -0.51 0.21
H 1.05 -1.16 0.32 0.21
H -0.62 -0.05 -2.05 0.20
H -0.56 -1.48 -1.15 0.18
```

**Spin multiplicity**: 1
**Frontier orbital gap (alpha / beta)**: 8.7 / 8.7 eV
**LUMO energy (alpha / beta)**: -0.20 / -0.20 eV

It is found that the ΔE to the lowest compared entry with this formula, charge and spin values, taken in the order of the records, are 142.0, 327.8, 427.1 kJ/mol.